(1)
The following is a quantum chemistry calculation of C21H29N9O2 in the gas phase in a non-equilibrium geometry, from the OMol25 dataset.

SMILES ... CCCN(CCC)Cc1c(C(=O)N/N=C/CCc2ccccc2)nnn1-c1nonc1N
Relative energy (zero: lowest compared OMol25 entry of this formula, charge and spin) ... 0.0 kJ/mol
Orbital gap ... 8.66 eV
HOMO level ... -8.59 eV
Calculated total energy ... -39750.2527 eV

```
61
C21H29N9O2 | the OMol25 dataset | the ωB97M-V functional and the def2-TZVPD basis
H 7.302 -0.039 -1.057
C -4.071 -2.790 0.939
O 1.439 0.421 -1.196
C -5.106 1.240 0.368
C 4.610 -0.801 0.824
C -4.001 0.685 -0.389
H 1.609 -0.575 2.179
H 0.540 -1.295 0.055
N -1.147 2.434 0.269
H 1.380 -2.202 2.818
C 5.187 2.351 -0.275
H 5.714 2.283 -1.229
N 1.537 2.390 -0.018
H 0.788 -0.809 3.725
H -4.159 2.657 1.422
H 5.388 1.542 1.713
C -0.553 1.384 -0.351
C 5.220 -2.653 -0.569
C 5.654 -0.045 0.308
H 3.567 1.089 -1.071
H 5.050 -3.662 -0.914
C -3.563 -3.141 -0.453
O -5.804 -0.207 -1.044
C -1.471 -0.903 -1.267
H -0.855 -0.318 1.930
H -0.560 -0.981 -1.882
H 6.906 1.621 0.803
C -2.034 -3.146 -0.501
H -5.154 -2.690 0.939
H 3.567 -2.666 0.793
H -3.631 -1.851 1.266
C 4.390 -2.095 0.388
H -2.350 -1.079 -1.889
N 2.859 2.687 0.065
H 0.949 3.067 0.456
H -1.097 -1.949 2.547
N -4.485 -0.178 -1.237
N -2.684 1.064 -0.265
H -3.954 -2.423 -1.174
H 5.252 3.370 0.106
H 0.154 -2.900 0.657
H 3.961 -0.368 1.572
C 0.904 1.326 -0.581
N -6.192 0.654 -0.073
C 6.483 -0.615 -0.649
N -5.019 2.129 1.369
H -3.795 -3.561 1.655
H -5.874 2.543 1.699
C -1.541 0.472 -0.706
C 3.758 1.983 -0.483
H -1.695 -3.483 -1.495
C -0.406 -1.311 1.993
N -2.400 2.242 0.322
N -1.478 -1.848 -0.160
C -0.223 -1.875 0.580
C 6.270 -1.912 -1.083
C 5.843 1.384 0.733
C 0.925 -1.219 2.727
H -1.676 -3.865 0.238
H -3.922 -4.131 -0.741
H 6.923 -2.343 -1.828
```

natural (NBO) atomic charge list, values in e, 8 entries:
1. H 0.21
2. C -0.62
3. O -0.61
4. C 0.30
5. C -0.17
6. C 0.23
7. H 0.20
8. H 0.21



(2)
The following is a quantum chemistry calculation of a molecular structure, C3H4BrI in a non-equilibrium geometry, from the OMol25 dataset.

Relative energy (zero: lowest compared OMol25 entry of this formula, charge and spin) ... 645.5 kJ/mol
Orbital gap (spin up / spin down) ... 6.29 / 6.29 eV
HOMO level (spin up / spin down) ... -7.96 / -7.96 eV
Calculated total energy ... -81311.3751 eV

```
9
C3H4BrI | the OMol25 dataset | the ωB97M-V functional and the def2-TZVPD basis
H 3.714 0.229 0.317
I 1.590 1.684 0.047
H -0.975 -0.574 0.329
H -0.215 -0.257 -1.313
C -0.538 1.450 -0.015
C -0.884 0.140 -0.569
C 2.849 -0.010 0.852
Br 2.178 -1.759 0.193
H -1.957 0.049 -0.909
```

natural (NBO) atomic charge list, values in e, 8 entries:
1. H 0.12
2. I 0.58
3. H 0.31
4. H 0.25
5. C 0.00
6. C -0.87
7. C -0.58
8. Br -0.06



(3)
The following is a quantum chemistry calculation of a molecular structure, C24H30N3O9Sr in a non-equilibrium geometry, from the OMol25 dataset.

Relative energy (zero: lowest compared OMol25 entry of this formula, charge and spin) ... 74.8 kJ/mol
Orbital gap ... 4.94 eV
HOMO level ... -3.42 eV
Total charge ... -1
Calculated total energy ... -49099.6253 eV

```
67
C24H30N3O9Sr | the OMol25 dataset | the ωB97M-V functional and the def2-TZVPD basis
C -1.900 -18.208 -1.126
H 1.857 -21.155 -5.658
O 1.281 -15.649 -5.065
H 0.588 -16.085 -2.473
C 0.933 -16.432 -1.510
C -2.849 -16.582 -7.035
H -0.172 -22.871 -7.103
C 0.502 -13.567 -3.872
C -2.690 -15.579 -5.860
C 1.223 -14.259 -5.040
C 1.698 -17.582 -1.306
H -5.642 -18.524 -0.307
C -3.741 -18.145 0.462
H -2.350 -16.087 -4.958
C -4.599 -18.511 -0.588
H 0.889 -13.970 -2.936
H -4.810 -18.833 -2.708
C 1.057 -15.893 0.857
C 0.687 -15.599 -0.444
H 1.272 -17.213 -12.135
C -0.571 -13.989 -10.973
O 2.784 -19.409 -2.123
O 0.004 -20.431 -6.129
O -1.692 -17.489 -7.090
H -1.604 -17.770 0.912
C 0.260 -15.352 -12.748
H -0.892 -17.954 -1.419
H 0.644 -12.487 -3.820
H -1.950 -14.796 -6.031
C -0.083 -14.910 -10.065
O 1.449 -18.118 -9.693
H 0.814 -15.271 1.706
H 0.600 -21.823 -4.790
H -0.793 -13.584 -13.115
H 0.582 -15.422 -13.777
H -2.867 -16.013 -7.965
H 0.945 -13.853 -6.013
C -2.344 -18.031 0.170
C -2.725 -18.523 -2.190
N 1.015 -17.000 -9.341
H 1.291 -22.402 -7.737
C 0.827 -21.483 -5.800
H -4.127 -17.935 1.448
O -0.945 -18.481 -3.722
C 2.137 -17.841 0.010
H 0.201 -14.648 -0.606
O 1.018 -16.700 -8.149
H 2.655 -18.772 0.189
C -0.440 -14.252 -12.343
H -0.371 -14.750 -9.037
H -3.681 -15.221 -5.578
C 0.728 -16.337 -11.813
N -2.148 -18.814 -3.536
O -2.910 -19.376 -4.360
H -1.171 -13.163 -10.621
H 1.365 -23.515 -6.381
N 2.184 -18.400 -2.422
H -0.550 -13.838 -3.777
H 2.224 -13.838 -4.943
H -3.720 -17.235 -6.985
C -4.105 -18.666 -1.907
C 1.841 -17.021 1.088
C 0.503 -16.131 -10.444
Sr 0.485 -17.860 -5.918
H 2.205 -17.237 2.082
O 1.709 -18.223 -3.504
C 0.842 -22.643 -6.773
```

Mulliken atomic charge list, values in e, 8 entries:
1. C 0.36
2. H 0.15
3. O -0.75
4. H 0.56
5. C -0.33
6. C -0.48
7. H 0.28
8. C -0.74



(4)
The following is a quantum chemistry calculation of C21H20ClN5O in the gas phase, from the OMol25 dataset.

SMILES ... C=CCn1cc(-c2n[nH]c3c2CN(C(=O)C2(c4ccccc4Cl)CC2)C3)cn1
Relative energy (zero: lowest compared OMol25 entry of this formula, charge and spin) ... 176.9 kJ/mol
Orbital gap ... 8.86 eV
HOMO level ... -8.35 eV
Calculated total energy ... -44120.4583 eV

```
48
C21H20ClN5O | the OMol25 dataset | the ωB97M-V functional and the def2-TZVPD basis
C -1.483 -1.511 -0.527
C -0.509 0.819 -0.259
C -2.328 -1.640 0.599
H -0.963 1.202 0.640
C -4.740 -3.916 4.587
C -4.111 -6.242 4.906
H -7.014 -2.773 5.504
Cl -5.714 -5.802 2.823
H -4.195 -7.269 4.579
H -2.619 -4.295 7.228
C -3.326 -5.905 5.992
C -2.823 -0.946 1.823
C 0.202 -0.265 -2.035
C -5.438 -2.745 3.955
C -0.650 -0.384 -0.916
C -0.198 3.901 -1.334
H -3.376 -0.025 1.626
C -4.492 -1.666 3.453
H 0.388 -0.994 -2.806
H -3.444 -4.073 2.197
C -2.875 -2.878 0.492
N 0.377 1.551 -0.965
H -7.294 -3.749 3.216
C -6.648 -2.197 4.665
H -0.398 3.769 -2.392
H -2.790 -6.678 6.527
H 1.761 3.038 -1.177
C -4.800 -5.255 4.209
H 0.858 3.089 0.344
H -6.959 -2.123 2.470
H -3.876 -2.571 5.995
H -2.043 -0.710 2.552
H -2.570 -4.352 -1.015
H -0.597 5.002 0.412
H -1.473 5.558 -1.117
N 0.813 0.907 -2.057
H -6.688 -1.124 4.777
H -4.819 -3.445 1.281
C 0.773 2.928 -0.731
C -0.787 4.867 -0.648
N -2.387 -3.446 -0.623
N -3.739 -1.969 2.372
O -4.415 -0.569 3.986
C -3.799 -3.225 1.606
C -6.799 -2.796 3.303
C -3.232 -4.575 6.382
N -1.531 -2.618 -1.261
C -3.934 -3.609 5.689
```

natural (NBO) atomic charge list, values in e, 8 entries:
1. C 0.13
2. C -0.05
3. C -0.15
4. H 0.22
5. C -0.06
6. C -0.23
7. H 0.22
8. Cl -0.01



(5)
The following is a quantum chemistry calculation of 3 unconnected molecules or ions with the total composition C16H42N2O2PS2 in a non-equilibrium geometry, from the OMol25 dataset.

Orbital gap ... 5.18 eV
HOMO level ... -9.80 eV
Total charge ... +1
Calculated total energy ... -55297.9413 eV

```
65
C16H42N2O2PS2 | the OMol25 dataset | the ωB97M-V functional and the def2-TZVPD basis
H -3.596 -1.462 -3.812
H -0.150 -2.293 -4.791
N -1.880 -1.158 -4.899
H 1.475 0.282 4.248
C 5.275 0.332 6.699
C -2.855 -2.080 -4.329
H -1.025 0.957 -2.547
C -0.287 1.743 1.961
H 1.967 -1.743 2.816
C -2.245 -3.051 -3.332
H -1.094 0.945 0.150
H -2.639 -0.958 2.962
C 4.684 1.694 3.431
C -0.735 -1.779 -5.557
H 5.561 1.081 3.643
H -0.344 2.746 2.405
N 3.323 0.396 5.171
C 3.686 1.679 4.596
H 5.033 2.714 3.262
O -1.098 0.809 2.604
H -2.826 1.562 1.723
H -4.117 -0.240 2.364
H 1.955 -1.143 5.124
H 5.837 1.156 6.259
H 4.091 2.303 5.395
H -2.721 -0.624 -7.695
H -0.089 -0.975 -5.920
C 2.331 -0.372 4.446
H -2.614 1.938 3.432
C 2.751 -1.054 3.136
H -2.702 4.078 -1.285
H 4.245 1.340 2.498
H 4.647 0.729 7.497
H -3.410 -2.651 -5.088
H -4.069 -1.117 -6.663
H -1.337 -2.273 -7.606
H 2.904 -0.337 2.327
S -3.669 0.694 -1.551
H -0.100 -3.316 -6.926
H -3.648 -0.051 4.069
H -1.597 -3.784 -3.812
S -1.500 3.466 -1.324
C -3.284 -0.085 3.045
P -2.246 1.624 -2.378
C 4.430 -0.404 5.671
C -1.013 -2.767 -6.692
H 5.088 -0.771 4.867
H -2.495 2.268 -3.598
H -1.661 -2.517 -2.580
H -3.883 0.566 -7.138
H -3.035 -3.602 -2.822
H 0.385 1.942 -0.101
C -0.543 1.833 0.463
C -3.336 -0.332 -6.846
C -2.492 -0.042 -5.602
C -2.480 1.154 2.680
H 5.997 -0.354 7.141
H 0.740 1.398 2.089
H -3.136 0.479 -4.878
H -1.771 -3.501 -6.415
O -1.408 3.012 0.196
H 3.667 -1.633 3.253
H 2.758 2.175 4.291
H -1.697 0.663 -5.868
H 3.997 -1.291 6.140
```

natural (NBO) atomic charge list, values in e, 8 entries:
1. H 0.19
2. H 0.20
3. N -0.47
4. H 0.18
5. C -0.62
6. C -0.22
7. H 0.04
8. C -0.09



(6)
The following is a quantum chemistry calculation of C5H11NO2 in the gas phase in a non-equilibrium geometry, from the OMol25 dataset.

Relative energy (zero: lowest compared OMol25 entry of this formula, charge and spin) ... 493.5 kJ/mol
Orbital gap ... 6.94 eV
HOMO level ... -8.57 eV
Calculated total energy ... -10944.1526 eV

```
19
C5H11NO2 | the OMol25 dataset | the ωB97M-V functional and the def2-TZVPD basis
H 1.953 -0.378 -0.282
H -2.383 -0.347 0.840
O 2.277 0.070 0.506
C -2.217 -1.404 0.594
C 1.173 1.022 0.870
H -2.010 -1.759 1.606
H 0.720 0.795 -2.400
H 0.501 2.238 -1.028
H -0.581 -2.316 -0.685
H -3.107 -1.793 0.104
O 0.421 0.613 1.765
H -0.144 -1.021 0.395
N 0.419 1.346 -0.542
H 1.713 1.949 1.126
C -1.022 -0.329 -1.449
H -1.850 0.299 -1.192
C 0.183 0.492 -1.495
C -0.946 -1.392 -0.244
H -1.328 -0.879 -2.324
```

natural (NBO) atomic charge list, values in e, 8 entries:
1. H 0.44
2. H 0.22
3. O -0.75
4. C -0.62
5. C 0.53
6. H 0.24
7. H 0.18
8. H 0.40